C4H11N2O4PtS2 as an isolated structure in a non-equilibrium geometry, computed with ωB97M-V/def2-TZVPD.

Each line ends with the Löwdin charge.
Element x y z (Å)
C1 1.0673 0.5833 -1.9019  -0.123
C2 -0.0853 1.7347 -1.7288  -0.235
C3 -1.5008 1.2183 -1.0861  -0.202
C4 -1.3662 0.0613 0.0664  -0.271
S1 -0.4272 0.5704 1.6044  0.683
O1 -1.4424 1.3992 2.4810  -0.371
O2 0.7884 1.4958 1.3596  -0.271
N1 0.0319 -0.8175 2.5593  -0.263
S2 1.3346 -1.7263 1.8340  0.670
N2 0.9173 -2.5728 0.3634  -0.119
O3 2.6252 -0.9180 1.5590  -0.330
O4 1.7222 -2.8396 2.8839  -0.355
H1 0.9451 -0.0728 -2.8814  0.099
H2 2.1014 1.1660 -2.0279  0.114
H3 1.2108 -0.1258 -0.9826  0.032
H4 0.3573 2.5638 -0.9981  0.118
H5 -0.2676 2.3085 -2.7596  0.140
H6 -2.1436 0.7402 -1.9696  0.145
H7 -2.1742 2.1094 -0.6679  0.138
H8 -2.4772 -0.1917 0.4190  0.050
H9 -0.9701 -0.9176 -0.4548  0.132
H10 1.5618 -2.1990 -0.3970  0.077
H11 1.2052 -3.5956 0.4292  0.105
Pt1 -3.0139 0.0260 2.2965  1.035

Force components x, y, z for each atom (eV/Å):
0.9 0.5 -0.8
0.8 0.8 0.7
-1.0 0.4 -0.7
-0.1 0.5 -2.0
6.9 1.8 0.4
-1.6 -3.1 -1.2
-5.2 -3.5 0.4
-1.2 2.0 -2.8
7.8 -3.8 3.2
1.0 0.4 -0.3
-5.4 -1.4 0.1
-3.1 4.1 -3.8
0.0 1.4 2.1
-2.3 -1.4 0.3
-0.4 1.5 -1.6
-1.0 -1.9 -1.5
0.1 -1.6 2.3
1.3 0.7 2.1
1.7 -1.8 -0.9
0.8 0.1 -0.2
-0.5 1.6 1.8
-1.0 -0.2 1.4
-0.6 1.6 0.7
2.0 1.1 0.5

Computed properties:
2S+1: 1
Lowest unoccupied orbital energy: -9.5 eV
Charge: +1

=====

An isolated molecule of C14H17NO4 in a non-equilibrium geometry, computed with ωB97M-V/def2-TZVPD.

Each line ends with the Löwdin charge.
Element x y z (Å)
C1 1.3058 2.8736 0.4049  0.010
C2 1.5393 2.1338 -0.8941  -0.520
O1 1.4002 2.6738 -1.9757  0.040
N1 1.9185 0.8374 -0.7885  -0.069
C3 2.0601 0.1140 0.4562  -0.140
H1 1.3258 0.4848 1.1742  0.115
C4 1.8244 -1.3824 0.2385  -0.084
H2 1.5833 -1.8495 1.1941  0.121
H3 2.7155 -1.8715 -0.1562  0.125
C5 0.6753 -1.5947 -0.7737  -0.465
C6 -0.5696 -0.8914 -0.2396  -0.140
C7 -1.1047 0.2505 -0.8155  -0.021
C8 -2.2247 0.8942 -0.2908  0.030
C9 -2.7995 0.3517 0.8301  -0.201
C10 -2.2702 -0.7954 1.4216  -0.190
C11 -1.1639 -1.4253 0.9145  0.058
H4 -0.7764 -2.2995 1.4148  0.128
O2 -3.0129 -1.1241 2.5249  0.038
C12 -4.0404 -0.1581 2.5982  -0.157
O3 -3.8882 0.7706 1.5468  0.038
H5 -5.0201 -0.6554 2.5130  0.141
H6 -3.9837 0.3664 3.5650  0.140
H7 -2.6208 1.7839 -0.7497  0.124
H8 -0.6523 0.6876 -1.6889  0.109
O4 0.4302 -2.9779 -0.9617  0.008
H9 -0.0498 -3.3286 -0.2039  0.084
C13 1.1691 -1.0864 -2.1379  -0.074
H10 0.3216 -0.8041 -2.7586  0.116
C14 2.1711 0.0660 -1.9874  -0.118
H11 2.1014 0.7529 -2.8320  0.122
H12 3.1936 -0.3229 -1.9391  0.129
H13 1.6568 -1.9324 -2.6235  0.126
H14 3.0634 0.2726 0.8769  0.131
H15 0.4195 2.4838 0.9027  0.078
H16 1.1417 3.9218 0.1711  0.086
H17 2.1607 2.7804 1.0695  0.083

Force components x, y, z for each atom (eV/Å):
0.0 0.1 -0.2
0.1 0.1 0.4
-0.2 0.3 -0.3
0.1 -0.2 -0.2
0.2 0.0 0.4
0.1 0.0 0.0
-0.2 0.1 -0.3
0.0 0.0 0.0
0.0 0.0 0.0
0.4 0.3 0.1
-0.1 0.0 -0.2
0.1 -0.2 0.0
-0.4 0.0 0.3
0.3 -0.4 0.1
-0.1 0.4 -0.3
-0.3 0.1 0.2
0.1 -0.1 0.1
0.4 -0.2 -0.2
-0.9 0.0 0.9
0.2 0.2 -0.4
0.3 0.1 -0.1
0.1 -0.1 -0.2
-0.1 0.1 -0.1
0.1 0.0 -0.1
-0.1 -0.4 0.0
0.0 0.0 -0.1
-0.1 0.0 0.2
0.0 0.0 -0.1
0.0 0.0 -0.4
0.1 -0.1 0.1
0.0 0.0 -0.1
0.0 0.0 0.0
-0.1 0.0 0.1
0.0 -0.1 0.1
0.0 0.0 0.0
0.0 0.0 0.1

Computed properties:
2S+1: 1
Lowest unoccupied orbital energy: 0.6 eV
SMILES: CC(=O)N1CCC(O)(c2ccc3c(c2)OCO3)CC1
Energy above the lowest of the compared OMol25 structures with the same formula, charge and spin: 32.19 kcal/mol
Charge: 0

=====

An isolated molecule of C2H2O3S in a non-equilibrium geometry, computed with ωB97M-V/def2-TZVPD.

Each line ends with the Löwdin charge.
Element x y z (Å)
C1 -0.3240 0.1468 -0.7761  -0.490
C2 0.3070 0.2608 0.6991  -0.800
H1 -1.3015 -0.9703 -1.9133  0.139
H2 1.6640 -0.1970 1.7533  0.104
O1 -0.9074 -1.0301 -1.0268  0.124
O2 -0.4437 1.1540 -1.4544  0.099
O3 1.5337 -0.2253 0.7820  0.035
S1 -0.5280 0.8611 1.9361  0.789

Force components x, y, z for each atom (eV/Å):
-0.5 2.5 1.0
-1.0 -0.7 -2.0
0.0 0.1 0.1
0.7 -0.1 -0.3
0.7 0.1 0.0
0.5 -1.9 0.7
-0.2 -0.1 0.5
-0.2 0.1 -0.1

Computed properties:
2S+1: 1
Lowest unoccupied orbital energy: -0.1 eV
SMILES: O=C(O)C(O)=S
Energy above the lowest of the compared OMol25 structures with the same formula, charge and spin: 18.93 kcal/mol
Charge: 0

=====

C5H7NS as an isolated structure in a non-equilibrium geometry, computed with ωB97M-V/def2-TZVPD.

Each line ends with the Löwdin charge.
Element x y z (Å)
C1 -0.9181 1.3290 -0.0486  -0.280
C2 -0.2696 0.3846 -0.9890  -0.565
C3 -0.5396 0.3428 1.0951  -0.360
C4 1.0807 0.2576 0.8441  -0.281
C5 1.1501 0.3876 -0.7070  -0.297
H1 -1.9833 1.4846 0.0248  0.085
H2 -0.6697 2.4834 -0.0718  0.146
H3 -0.4411 0.5860 -2.0491  0.116
H4 -1.2051 0.2257 1.9776  0.100
H5 1.7298 1.0440 1.4604  0.163
H6 2.7498 -0.6646 0.0014  0.142
H7 1.8396 1.0828 -1.2067  0.146
N1 1.6656 -0.8204 0.0471  -0.007
S1 -1.0438 -1.0443 -0.1021  0.894

Force components x, y, z for each atom (eV/Å):
-0.4 3.2 2.0
-2.2 -0.2 -3.5
1.0 -1.5 -1.2
0.9 3.3 0.8
1.6 -0.5 3.4
-0.7 -0.9 -0.9
0.9 -2.1 0.3
-0.5 -0.6 -0.1
1.5 0.5 0.0
-1.3 -2.2 -1.2
-2.5 -0.5 0.6
-0.4 -0.5 0.4
2.2 1.2 -0.6
-0.1 0.7 -0.1

Computed properties:
2S+1: 1
Lowest unoccupied orbital energy: 0.9 eV
Energy above the lowest of the compared OMol25 structures with the same formula, charge and spin: 90.32 kcal/mol
Charge: 0

=====

C39H36FeN4O3PS as an isolated structure, computed with ωB97M-V/def2-TZVPD.

Each line ends with the Mulliken spin population.
Element x y z (Å)
Fe1 -0.7488 -0.5913 -0.2107  1.084
O1 0.9997 -0.0708 -0.6924  0.019
C1 1.4655 -0.1650 -1.8910  0.005
C2 2.8720 -0.1854 -2.0801  0.009
C3 3.4172 -0.2411 -3.3333  -0.003
C4 2.6085 -0.2659 -4.4862  0.011
C5 1.2492 -0.2515 -4.3336  -0.009
C6 0.6495 -0.2067 -3.0573  -0.010
C7 -0.7714 -0.1280 -2.9885  0.033
N1 -1.4685 -0.0671 -1.9103  -0.029
C8 -2.9344 -0.0070 -1.9795  -0.005
C9 -3.4903 -0.1518 -0.5584  0.005
N2 -2.6244 -1.0816 0.1282  -0.027
C10 -3.0412 -2.1468 0.6941  -0.006
C11 -2.1768 -3.2419 1.0454  -0.003
C12 -2.6388 -4.2451 1.9114  -0.004
C13 -1.9184 -5.3928 2.1291  0.002
C14 -0.7161 -5.5671 1.4230  -0.001
C15 -0.2482 -4.6167 0.5523  0.007
C16 -0.9455 -3.3976 0.3383  0.000
O2 -0.4989 -2.5422 -0.5148  0.041
H1 3.4877 -0.1850 -1.1903  0.001
H2 4.4954 -0.2698 -3.4401  0.000
H3 3.0555 -0.3067 -5.4700  0.001
H4 0.6019 -0.2742 -5.2045  0.000
H5 -1.3015 -0.0964 -3.9446  -0.002
H6 -3.2566 0.9453 -2.4073  -0.001
H7 -3.2973 -0.8204 -2.6140  -0.001
H8 -3.4158 0.8159 -0.0630  0.005
H9 -4.5336 -0.4807 -0.5729  -0.001
H10 -4.1186 -2.2818 0.8276  -0.001
H11 -3.5950 -4.1021 2.4046  0.000
H12 -2.2804 -6.1576 2.8024  0.000
H13 -0.1515 -6.4829 1.5608  -0.001
H14 0.6772 -4.7511 0.0075  -0.001
O3 -0.3117 -0.6211 1.7812  -0.049
C17 -0.6821 0.4498 1.3267  -0.047
C18 -0.7231 1.7261 2.0534  -0.025
C19 -0.3603 1.6833 3.4016  -0.004
C20 -0.3574 2.8334 4.1663  -0.001
C21 -0.7166 4.0359 3.5746  0.001
C22 -1.0666 4.0836 2.2319  -0.003
C23 -1.0720 2.9363 1.4392  -0.007
P1 -1.5712 2.9876 -0.3489  0.015
C24 -2.1981 4.7068 -0.4821  0.002
C25 -1.3941 5.8012 -0.7960  0.001
C26 -1.9378 7.0751 -0.8713  -0.001
C27 -3.2916 7.2710 -0.6316  0.000
C28 -4.1034 6.1866 -0.3314  0.000
C29 -3.5595 4.9114 -0.2697  0.002
C30 0.0316 3.1244 -1.2120  0.008
C31 -0.0216 3.1810 -2.6054  -0.002
C32 1.1415 3.2462 -3.3556  0.001
C33 2.3750 3.2411 -2.7186  -0.001
C34 2.4365 3.1759 -1.3356  0.002
C35 1.2713 3.1164 -0.5832  -0.010
H15 -0.0789 0.7274 3.8239  -0.001
H16 -0.0768 2.7963 5.2106  0.000
H17 -0.7196 4.9479 4.1581  0.000
H18 -1.3371 5.0347 1.7988  -0.001
H19 -0.3374 5.6520 -0.9844  0.000
H20 -1.3030 7.9173 -1.1155  0.000
H21 -3.7140 8.2660 -0.6890  0.000
H22 -5.1616 6.3319 -0.1559  0.000
H23 -4.1972 4.0617 -0.0509  0.000
H24 -0.9853 3.1741 -3.1062  0.000
H25 1.0864 3.2836 -4.4362  0.000
H26 3.2858 3.2676 -3.3027  0.001
H27 3.3958 3.1524 -0.8345  0.000
H28 1.3381 3.0518 0.4950  -0.001
S1 2.8089 -2.1212 1.2346  0.000
C36 3.0083 -3.7186 1.6781  0.000
N3 2.7421 -4.1442 2.9312  0.000
C37 2.8749 -5.5123 3.3957  0.000
C38 3.9418 -6.2165 2.5762  0.000
C39 3.6021 -6.0625 1.1038  0.000
N4 3.4348 -4.6531 0.7986  0.000
H29 2.3964 -3.4294 3.5472  0.000
H30 1.9219 -6.0432 3.3030  0.000
H31 3.1411 -5.4975 4.4528  0.000
H32 3.9980 -7.2703 2.8480  0.000
H33 4.9129 -5.7570 2.7730  0.000
H34 2.6843 -6.6179 0.8749  0.000
H35 4.3947 -6.4648 0.4732  0.000
H36 3.6466 -4.2972 -0.1172  0.000

Force components x, y, z for each atom (eV/Å):
-0.2 -0.6 -0.1
0.1 -0.2 0.1
-0.1 0.2 0.0
0.1 0.0 0.0
0.0 0.0 0.0
0.0 0.0 0.0
0.0 0.0 0.0
0.1 -0.1 0.0
-0.1 0.2 -0.1
-0.1 -0.3 0.4
0.0 0.0 0.0
0.0 0.1 0.0
0.2 0.2 0.0
-0.1 -0.1 -0.1
0.0 0.0 0.1
0.0 0.0 0.0
0.0 0.0 0.0
0.0 0.0 0.0
0.0 0.0 0.0
-0.1 0.0 -0.1
0.1 0.2 0.1
0.0 0.0 0.0
0.0 0.0 0.0
0.0 0.0 0.0
0.0 0.0 0.0
0.0 0.1 0.0
0.0 0.0 0.0
0.0 0.0 0.0
-0.1 0.1 0.0
0.0 0.0 0.0
0.0 0.0 0.0
0.0 0.0 0.0
0.0 0.0 0.0
0.0 0.0 0.0
0.0 0.0 0.0
0.1 0.3 -0.1
-0.1 0.2 -0.2
0.1 -0.2 0.2
0.0 0.0 0.0
0.0 0.0 0.0
0.0 0.0 -0.1
0.0 0.0 0.0
-0.1 0.1 -0.1
0.0 0.0 0.2
0.1 0.0 0.0
0.0 0.0 0.0
0.0 0.0 0.0
0.0 0.0 0.0
0.0 0.0 0.0
0.0 0.0 0.0
0.0 -0.1 0.0
0.0 0.0 0.0
0.0 0.0 0.0
0.0 0.0 0.0
0.0 0.0 0.0
0.0 0.0 0.0
0.0 0.0 0.0
0.0 0.0 0.0
0.0 0.0 0.0
0.0 0.1 0.0
0.0 0.0 0.0
0.0 0.0 0.0
0.0 0.0 0.0
0.0 0.0 0.0
0.0 0.0 0.0
0.0 0.0 0.0
0.0 0.0 0.0
0.0 0.0 0.0
0.0 0.0 0.0
0.0 0.0 0.0
0.1 0.0 0.0
0.0 0.1 0.0
0.1 0.0 0.0
0.0 0.0 0.0
0.0 0.0 0.0
-0.1 0.0 0.0
0.1 0.0 0.0
0.0 0.0 0.0
0.0 0.0 0.0
0.0 0.0 0.0
0.0 0.0 0.0
0.0 0.0 0.0
0.0 0.0 0.0
0.0 0.0 0.0
-0.1 0.0 0.0

Computed properties:
2S+1: 2
Lowest unoccupied orbital energy (spin up / spin down): 0.1 / 0.1 eV
Energy above the lowest of the compared OMol25 structures with the same formula, charge and spin: 17.12 kcal/mol
Charge: 0
<S²>: 0.78

=====

A 2-piece molecular cluster, C4H12 overall in a non-equilibrium geometry, computed with ωB97M-V/def2-TZVPD.

Each line ends with the Löwdin charge.
Element x y z (Å)
C1 0.3906 2.4104 1.6771  -0.161
C2 -0.3337 2.1759 0.3276  -0.162
H1 1.4086 2.6930 1.4342  0.056
H2 -0.0230 3.2268 2.2380  0.046
H3 0.3795 1.4956 2.2954  0.066
H4 0.1544 2.7116 -0.4800  0.052
H5 -0.1361 1.0803 0.0529  0.047
H6 -1.4210 2.2728 0.2560  0.060
C3 0.3467 -2.8203 -0.9703  -0.211
C4 -0.5073 -1.6132 -1.0877  -0.177
H7 1.0271 -3.1236 -1.7736  0.057
H8 1.1135 -2.8203 -0.1580  0.072
H9 -0.1076 -3.8288 -0.8455  0.068
H10 -0.1274 -0.8249 -0.4061  0.039
H11 -1.3979 -1.7132 -0.4465  0.071
H12 -0.7663 -1.3220 -2.1135  0.078

Force components x, y, z for each atom (eV/Å):
-0.5 -0.4 -0.7
0.7 -2.4 -0.3
0.3 -0.2 0.2
-0.3 0.4 0.3
0.1 0.5 -0.2
-0.2 0.4 0.0
-0.3 1.5 0.3
0.2 0.3 0.4
2.2 -3.0 0.6
-0.8 0.8 1.7
-0.2 1.0 -0.7
-0.9 0.5 -0.1
-0.7 0.9 0.2
0.7 0.2 -1.4
-0.5 -0.7 -0.9
0.1 0.2 0.6

Computed properties:
2S+1: 1
Lowest unoccupied orbital energy: 1.1 eV
SMILES: CC.CC
Energy above the lowest of the compared OMol25 structures with the same formula, charge and spin: 20.27 kcal/mol
Charge: 0

=====

Number 1: molecular weight 410.35 g mol⁻¹, total energy -40394.084 eV. Number 2: molecular weight 263.29 g mol⁻¹, total energy -24473.862 eV. Number 3: molecular weight 106.10 g mol⁻¹, total energy -19083.624 eV. Number 4: molecular weight 113.18 g mol⁻¹, total energy -17619.729 eV. Number 5: molecular weight 727.63 g mol⁻¹, total energy -107642.415 eV. Number 6: molecular weight 60.14 g mol⁻¹, total energy -4341.649 eV.